1.
Entry from the OMol25 dataset: a 5-piece molecular cluster, C15H30O15 overall in a non-equilibrium geometry (the ωB97M-V functional and the def2-TZVPD basis).

Output
E_HOMO: -9.694 eV
lowest unoccupied orbital energy: 0.59 eV
SMILES: COC(=O)OC.COC(=O)OC.COC(=O)OC.COC(=O)OC.COC(=O)OC
gap between HOMO and LUMO: 10.3 eV
ΔE to the lowest compared entry with this formula, charge and spin: 210.69 kcal per mole
charge: 0
F_max: 11.0 eV Å⁻¹

Structure (XYZ):
```
60
Properties=species:S:1:pos:R:3:lowdin_charge:R:1
C 5.279 5.242 1.789 0.0166
O 4.818 3.866 1.796 0.0512
C 3.611 3.472 1.827 -0.5191
O 2.541 4.319 1.894 -0.0512
O 3.320 2.216 1.579 -0.0231
C 2.056 1.597 1.678 -0.0377
H 6.313 5.320 1.525 0.0846
H 5.377 5.609 2.745 0.0749
H 4.876 5.818 0.985 0.1003
H 1.238 2.065 1.008 0.1090
H 1.784 1.581 2.691 0.0644
H 2.338 0.437 1.446 0.1496
C 0.334 -4.704 -3.059 0.0602
O 0.210 -4.886 -4.529 -0.0004
C 1.292 -5.174 -5.278 -0.5948
O 2.347 -5.625 -4.805 0.0560
O 1.053 -5.129 -6.584 -0.0482
C 2.097 -5.573 -7.601 0.0338
H -0.512 -4.982 -2.771 0.0246
H 0.555 -3.732 -2.965 0.0686
H 0.834 -5.547 -2.835 0.0742
H 1.838 -5.545 -8.622 0.0570
H 2.355 -6.636 -7.030 0.1585
H 2.858 -4.782 -7.453 0.0904
C -3.195 -2.743 5.053 0.0048
O -3.170 -2.457 3.605 -0.0369
C -3.123 -1.122 3.277 -0.4656
O -3.075 -0.108 4.049 0.0562
O -3.189 -0.923 1.941 -0.0090
C -3.120 0.255 1.316 -0.0816
H -3.911 -2.105 5.505 0.0761
H -2.158 -2.507 5.188 0.0943
H -3.552 -3.765 5.283 0.1041
H -2.244 0.757 1.664 0.0866
H -3.884 0.873 1.570 0.0774
H -2.899 0.142 0.252 0.1104
C -1.033 4.210 -1.264 -0.0867
O -0.921 3.466 -0.115 -0.0735
C -1.309 3.829 1.172 -0.4353
O -2.001 4.853 1.345 0.0797
O -1.039 3.061 2.271 -0.0312
C -1.320 3.468 3.581 -0.0653
H -0.888 5.206 -0.973 0.0687
H -2.162 4.192 -1.441 0.1388
H -0.240 4.070 -2.015 0.1080
H -1.071 4.426 4.017 0.0996
H -0.671 2.924 4.175 0.0573
H -2.358 3.117 3.944 0.1327
C -0.086 1.016 -2.009 -0.0332
O -0.332 0.258 -0.850 -0.0187
C -0.558 -1.071 -0.864 -0.5824
O -0.777 -1.538 -1.914 0.1592
O -0.434 -1.742 0.316 -0.0117
C -0.885 -2.998 0.326 -0.1336
H 0.223 1.987 -1.516 0.0918
H -0.829 1.364 -2.628 0.0712
H 0.609 0.526 -2.591 0.0794
H -1.130 -3.303 1.383 0.1038
H -0.149 -3.721 -0.205 0.1140
H -1.930 -3.123 -0.278 0.1511
```


2.
Entry from the OMol25 dataset: a 5-piece molecular cluster, C13H15F4NO14 overall in a non-equilibrium geometry (the ωB97M-V functional and the def2-TZVPD basis).

Output
E_HOMO (spin up / spin down): -0.808 / -4.619 eV
lowest unoccupied orbital energy (spin up / spin down): 2.16 / 2.15 eV
spin multiplicity: 2
gap between HOMO and LUMO (spin up / spin down): 3.0 / 6.8 eV
charge: -1
F_max: 7.7 eV Å⁻¹

Structure (XYZ):
```
47
Properties=species:S:1:pos:R:3:mulliken_spin:R:1
C 4.448 -2.524 -0.211 0.0025
C 3.638 -1.218 0.081 -0.0014
O 2.795 -1.412 -1.035 -0.0041
C 2.576 -2.692 -1.335 0.0150
O 1.787 -3.023 -2.226 0.0032
O 3.514 -3.432 -0.758 -0.0109
F 4.240 -0.084 -0.172 0.0005
H 4.776 -2.897 0.759 0.0018
H 5.176 -2.318 -0.996 0.0000
H 2.984 -1.210 0.953 0.0031
C -1.409 -0.055 1.274 0.0208
C -1.351 0.231 -0.213 0.0207
O -0.227 1.152 -0.340 -0.0044
C 0.574 0.962 0.729 0.0272
O 1.754 1.260 1.001 0.0008
O -0.047 0.176 1.591 -0.0258
F -2.612 0.573 -0.558 -0.0244
H -1.856 -1.045 1.355 -0.0005
H -2.038 0.624 1.851 -0.0021
H -1.100 -0.695 -0.731 0.0041
C -5.512 1.208 -1.455 0.0130
C -6.923 1.296 -1.913 -0.0054
O -6.932 1.960 -3.154 -0.0009
C -5.748 2.644 -3.269 -0.0010
O -5.397 3.403 -4.146 -0.0001
O -4.989 2.370 -2.123 -0.0024
F -7.493 2.017 -0.926 -0.0006
H -5.015 0.280 -1.738 0.0101
H -5.347 1.350 -0.387 0.0028
H -7.485 0.364 -1.978 -0.0014
C 3.614 3.455 2.178 0.0004
C 4.589 2.439 1.851 -0.0005
O 5.354 2.710 3.048 0.0000
C 5.496 4.056 3.163 0.0000
O 6.372 4.663 3.753 0.0000
O 4.396 4.550 2.609 -0.0001
F 5.428 2.614 0.842 0.0000
H 3.072 3.047 3.031 0.0002
H 3.008 3.857 1.366 -0.0001
H 4.189 1.429 1.754 0.0004
C -1.340 -4.896 -0.891 0.0306
N -2.256 -4.105 0.001 0.4569
O -2.304 -2.916 0.038 0.2078
O -2.992 -4.841 0.691 0.2679
H -1.924 -5.269 -1.732 0.0033
H -0.961 -5.769 -0.360 0.0061
H -0.517 -4.290 -1.269 -0.0134
```


3.
Entry from the OMol25 dataset: C3H10N2O2 as an isolated structure in a non-equilibrium geometry (the ωB97M-V functional and the def2-TZVPD basis).

Output
E_HOMO: -8.670 eV
lowest unoccupied orbital energy: 0.62 eV
gap between HOMO and LUMO: 9.3 eV
ΔE to the lowest compared entry with this formula, charge and spin: 113.92 kcal per mole
charge: 0
F_max: 3.6 eV Å⁻¹

Structure (XYZ):
```
17
Properties=species:S:1:pos:R:3:lowdin_charge:R:1
C -0.123 -1.690 -0.339 -0.3351
C 1.266 -1.952 0.229 -0.1088
N -0.864 -0.763 0.527 -0.0362
H -0.926 -1.128 1.472 0.0757
H -1.815 -0.648 0.191 0.0756
H -0.650 -2.645 -0.480 0.1007
H -0.028 -1.206 -1.314 0.1046
H 1.202 -2.402 1.221 0.0682
H 1.819 -2.630 -0.419 0.0706
H 1.824 -1.020 0.308 0.0602
N 0.782 1.593 -0.243 -0.0402
C -1.470 3.334 -0.249 0.0066
O -0.034 2.080 -1.262 -0.2838
O -1.040 3.517 0.800 0.0876
H 0.262 0.864 0.263 0.0257
H 1.007 2.352 0.405 0.0626
H -1.212 2.344 -1.108 0.0662
```


4.
Entry from the OMol25 dataset: a 2-piece molecular cluster, C5H11Br3Si overall in a non-equilibrium geometry (the ωB97M-V functional and the def2-TZVPD basis).

Output
E_HOMO: -8.076 eV
lowest unoccupied orbital energy: -0.82 eV
gap between HOMO and LUMO: 7.3 eV
ΔE to the lowest compared entry with this formula, charge and spin: 19.31 kcal per mole
charge: 0
F_max: 3.7 eV Å⁻¹

Structure (XYZ):
```
20
Properties=species:S:1:pos:R:3:lowdin_charge:R:1
C -2.047 -0.990 -0.701 -0.0954
C -0.079 0.092 1.632 -0.1418
C -0.394 1.619 -0.344 -0.0728
C -0.535 -0.870 -0.752 -0.2917
C -0.050 0.176 0.169 -0.4139
Si 2.634 -0.196 -0.034 -0.5006
Br 3.358 -1.425 1.871 0.1573
Br 3.422 -0.988 -1.957 0.2366
Br 3.154 1.973 0.000 0.2507
H -2.385 -1.939 -1.136 0.0919
H -2.337 -0.791 0.300 0.0662
H -2.555 -0.193 -1.149 0.0431
H -0.815 0.769 2.137 0.1056
H -0.244 -0.827 2.046 0.0423
H 1.005 0.319 2.062 0.0644
H 0.029 1.723 -1.304 0.0542
H -1.510 1.668 -0.655 0.1158
H -0.201 2.385 0.343 0.0518
H -0.177 -1.874 -0.673 0.0970
H -0.275 -0.631 -1.852 0.1394
```


5.
Entry from the OMol25 dataset: C37H33FNOPS6Ti as an isolated structure in a non-equilibrium geometry (the ωB97M-V functional and the def2-TZVPD basis).

Output
E_HOMO (spin up / spin down): 0.185 / -1.684 eV
lowest unoccupied orbital energy (spin up / spin down): 3.67 / 3.67 eV
spin multiplicity: 3
gap between HOMO and LUMO (spin up / spin down): 3.5 / 5.3 eV
ΔE to the lowest compared entry with this formula, charge and spin: 3.54 kcal per mole
charge: -2
F_max: 1.0 eV Å⁻¹

Structure (XYZ):
```
81
Properties=species:S:1:pos:R:3:mulliken_spin:R:1
Ti -1.201 -0.176 -0.203 1.0799
O -1.595 -0.269 1.662 0.0105
N -2.163 -1.401 2.209 0.1980
C -2.267 -1.431 3.591 0.2616
C -3.079 -2.352 4.185 -0.1629
C -3.810 -3.268 3.411 0.4059
C -3.653 -3.218 1.999 -0.0743
C -2.847 -2.292 1.400 0.2294
S -2.555 -2.161 -0.320 -0.0170
H -1.640 -0.722 4.109 0.0385
H -3.117 -2.377 5.268 -0.0114
H -4.443 -4.014 3.870 0.0593
H -4.133 -3.948 1.361 -0.0084
C 0.204 2.246 -3.694 0.0019
C 1.043 3.322 -3.063 0.0027
C 1.775 4.193 -3.866 0.0001
C 2.543 5.210 -3.320 -0.0003
C 2.592 5.368 -1.944 0.0004
C 1.871 4.507 -1.130 -0.0040
C 1.091 3.488 -1.672 -0.0018
P 0.096 2.372 -0.603 0.0005
C 0.835 2.622 1.057 -0.0371
C 0.034 3.013 2.132 0.0362
C 0.545 3.072 3.419 0.0022
C 1.874 2.749 3.645 0.0065
C 2.669 2.342 2.586 -0.0054
C 2.167 2.250 1.290 0.0073
C 3.077 1.711 0.216 0.0054
C -1.493 3.257 -0.551 -0.0150
C -1.590 4.589 -0.145 0.0084
C -2.817 5.192 0.050 -0.0012
C -3.970 4.433 -0.167 0.0056
C -3.885 3.132 -0.611 -0.0008
C -2.645 2.499 -0.857 -0.0467
C -2.584 1.127 -1.375 0.0305
H 0.466 2.115 -4.744 -0.0001
H -0.857 2.500 -3.637 0.0006
H 0.330 1.288 -3.184 0.0034
H 1.743 4.062 -4.942 0.0000
H 3.106 5.871 -3.968 0.0000
H 3.192 6.154 -1.502 -0.0001
H 1.921 4.620 -0.053 0.0000
H -1.008 3.247 1.964 0.0022
H -0.102 3.354 4.240 0.0012
H 2.285 2.789 4.646 0.0007
H 3.697 2.047 2.765 0.0001
H 3.882 2.416 -0.009 -0.0001
H 2.557 1.498 -0.717 -0.0004
H 3.520 0.774 0.556 0.0002
H -0.680 5.147 0.052 0.0000
H -2.883 6.221 0.380 -0.0003
H -4.946 4.874 0.002 0.0001
H -4.789 2.565 -0.799 0.0000
H -2.022 1.062 -2.314 0.0043
H -3.572 0.698 -1.520 -0.0264
F 4.342 -3.135 2.934 -0.0001
C 3.443 -2.654 2.025 -0.0021
C 3.356 -3.255 0.788 0.0002
C 2.446 -2.750 -0.129 -0.0015
C 1.628 -1.651 0.160 -0.0284
C 0.709 -1.049 -0.876 0.0003
C 1.732 -1.109 1.443 0.0406
C 2.640 -1.594 2.380 0.0105
H 3.969 -4.116 0.558 0.0000
H 2.359 -3.227 -1.098 0.0004
H 0.420 -1.833 -1.587 0.0062
H 1.295 -0.322 -1.459 -0.0085
H 1.071 -0.300 1.735 -0.0121
H 2.705 -1.170 3.374 0.0044
C -2.595 -5.792 -1.805 -0.0024
S -2.111 -7.518 -1.549 0.0003
C -0.374 -7.386 -1.661 0.0006
C 0.416 -6.663 -0.802 -0.0003
S 0.009 -5.725 0.546 -0.0001
S 2.121 -6.711 -1.285 0.0001
C 2.022 -7.729 -2.668 0.0001
S 3.334 -8.165 -3.611 0.0000
S 0.411 -8.154 -3.021 0.0000
H -3.679 -5.739 -1.694 -0.0004
H -2.315 -5.460 -2.804 -0.0004
H -2.122 -5.163 -1.052 0.0027
```


6.
Entry from the OMol25 dataset: C2H6 in the gas phase in a non-equilibrium geometry (the ωB97M-V functional and the def2-TZVPD basis).

Output
E_HOMO: -11.625 eV
lowest unoccupied orbital energy: 1.28 eV
SMILES: CC
gap between HOMO and LUMO: 12.9 eV
ΔE to the lowest compared entry with this formula, charge and spin: 33.09 kcal per mole
charge: 0
F_max: 7.7 eV Å⁻¹

Structure (XYZ):
```
8
Properties=species:S:1:pos:R:3:lowdin_charge:R:1
C 0.021 0.390 -0.679 -0.1349
C 0.023 -0.373 0.656 -0.1576
H 0.942 0.895 -0.807 0.0528
H -0.435 -0.450 -1.392 0.1223
H -0.644 1.109 -0.636 -0.0097
H 0.765 -1.175 0.599 0.0802
H -0.973 -0.667 0.958 0.0711
H 0.084 0.189 1.416 -0.0242
```